Formula: C25H68F6O23PS9
Source: the OMol25 dataset
Level of theory: the ωB97M-V functional and the def2-TZVPD basis

The energy above the lowest of the compared OMol25 structures with the same formula, charge and spin is 655.7 kJ/mol. The total energy is -7248.0771 Ha. The HOMO energy is -7.3 eV. Its net charge is -1. For the gap between HOMO and LUMO, the calculation gives 8.62 eV.

```
132
Properties=species:S:1:pos:R:3:forces:R:3:mulliken_charge:R:1
P 0.122914 -0.536889 -0.064112 -0.292 0.937 -0.309 1.25
F 0.706138 0.960746 -0.481926 -0.045 -1.196 0.127 -0.38
F 1.635955 -1.118662 0.215957 -1.093 0.616 0.529 -0.37
F -0.056060 0.100696 1.497130 0.334 -1.080 -1.452 -0.40
F -0.573528 -1.930315 0.426289 0.928 0.212 -0.051 -0.37
F -1.373655 -0.062529 -0.493911 0.187 0.477 0.461 -0.37
F 0.307898 -1.062199 -1.617227 -0.004 0.020 0.734 -0.37
O -3.212071 7.069536 -3.902110 -0.867 -1.303 2.758 -0.62
S -3.204152 6.641757 -2.489198 1.500 0.685 -1.603 1.14
O -2.177416 7.285360 -1.678140 -1.463 -1.091 -0.306 -0.60
O -4.677693 6.879025 -1.844648 1.530 -0.431 -2.578 -0.29
C -4.786110 6.625316 -0.483933 -0.817 1.131 2.019 -0.15
C -6.241099 6.945938 -0.196016 0.280 -0.266 0.125 -1.30
C -3.130116 4.797346 -2.329636 0.035 0.959 -0.075 -0.95
H -4.080117 7.296129 0.005643 -0.106 -0.072 0.413 0.37
H -4.630964 5.619008 -0.094871 0.465 -0.389 -0.800 0.32
H -6.812124 6.338005 -0.897773 -0.265 0.012 0.151 0.32
H -6.472768 7.994457 -0.383203 0.003 -0.062 0.233 0.31
H -6.454715 6.622274 0.822665 -0.303 0.299 0.004 0.39
H -2.398451 4.422158 -3.045177 -0.175 0.146 -0.025 0.37
H -4.138718 4.427722 -2.514647 0.168 0.023 -0.244 0.34
H -2.826320 4.508747 -1.323398 0.047 0.302 -0.045 0.34
O 5.308606 -0.720254 5.943971 -0.576 3.112 0.534 -0.57
S 4.805749 0.668590 5.953690 -0.484 0.099 -1.442 1.12
O 4.708958 1.565771 7.112528 0.576 -1.779 -1.445 -0.60
O 5.663448 1.471253 4.745283 -1.275 -1.516 1.479 -0.33
C 5.462504 2.898606 4.587390 0.859 0.198 0.339 -0.11
C 5.780557 3.217134 3.135647 0.258 0.051 0.147 -1.14
C 3.152615 0.644206 5.108254 1.355 0.073 1.247 -0.82
H 6.209912 3.340547 5.246302 -0.119 0.285 0.001 0.27
H 4.485301 3.239049 4.929855 -0.098 -0.220 -0.119 0.31
H 6.559977 2.515526 2.838405 -0.274 -0.194 -0.315 0.32
H 6.261159 4.187632 3.012177 -0.295 0.217 0.265 0.35
H 4.906752 3.182934 2.484968 0.160 -0.269 -0.023 0.27
H 2.422780 0.185646 5.775454 0.252 -0.289 -0.065 0.38
H 3.352353 0.070383 4.203308 -0.443 0.368 -0.057 0.33
H 2.871114 1.694558 5.033340 0.068 -0.165 -0.600 0.23
O -6.681897 0.848927 2.402813 0.874 1.022 1.798 -0.61
S -5.901544 1.297517 3.560147 -0.220 -1.655 -0.227 1.09
O -4.947208 2.360396 3.488559 -0.791 0.005 0.010 -0.56
O -6.923501 1.631082 4.828825 1.156 -0.640 -1.853 -0.28
C -8.240695 1.027304 4.774435 -0.536 1.288 1.013 -0.19
C -8.947121 1.693670 6.003439 0.164 -0.621 -0.572 -1.11
C -5.015792 -0.165969 4.193070 -0.712 0.301 0.548 -0.88
H -8.215783 -0.061458 4.728984 0.253 0.001 0.418 0.34
H -8.770491 1.371100 3.886051 0.239 -0.118 -0.127 0.28
H -9.718285 1.054200 6.432964 -0.278 0.122 -0.339 0.34
H -9.341927 2.639289 5.631911 -0.269 -0.090 0.300 0.30
H -8.290661 1.928348 6.841352 0.391 -0.182 -0.300 0.31
H -4.335830 -0.603681 3.462215 -0.252 0.341 -0.210 0.37
H -5.780424 -0.879318 4.500619 -0.022 -0.115 -0.290 0.27
H -4.468937 0.084423 5.102112 0.032 0.369 -0.198 0.32
O -0.468568 7.947268 3.281479 1.572 -1.492 -0.155 -0.61
S 0.744554 7.135736 3.207944 2.261 0.833 0.295 1.16
O 1.933798 7.650677 2.470989 -3.036 -1.569 1.837 -0.60
O 1.310767 6.876843 4.772820 -0.258 0.058 -1.862 -0.29
C 0.336113 6.548123 5.753896 -0.042 0.854 1.764 -0.15
C 0.999740 6.455042 7.156373 0.471 0.755 -1.653 -1.20
C 0.320581 5.399995 2.702141 0.222 1.318 -0.396 -0.94
H -0.231976 5.647418 5.521304 0.013 0.031 -0.195 0.32
H -0.305415 7.413927 5.918013 -0.543 -0.162 -0.753 0.27
H 1.687111 5.611051 7.213886 -0.537 -0.256 0.645 0.30
H 0.209622 6.643797 7.883138 0.173 -0.980 0.284 0.37
H 1.627899 7.341053 7.248509 0.151 0.106 -0.090 0.32
H 0.322280 5.509672 1.617668 -0.801 0.000 -0.060 0.39
H -0.639113 5.203433 3.180105 0.028 -0.103 -0.458 0.34
H 1.040470 4.594195 2.845425 0.316 0.558 0.764 0.32
O 6.187870 -2.083187 -6.209143 -0.913 2.601 2.920 -0.59
S 5.997794 -1.287550 -4.958922 -1.376 -2.593 -0.510 1.12
O 7.124984 -0.716357 -4.286257 -0.060 -0.045 -0.295 -0.60
O 4.853797 -0.108759 -5.135282 1.338 -3.559 -2.739 -0.26
C 4.673455 0.691012 -4.048339 -1.226 4.092 -0.022 -0.03
C 3.576552 1.684649 -4.510915 -0.649 -0.553 -0.509 -1.37
C 4.931814 -2.276162 -3.743255 1.052 0.225 -0.702 -0.98
H 5.518209 1.378532 -4.090768 0.588 -0.498 1.648 0.23
H 4.331315 0.192622 -3.141347 0.654 0.092 0.053 0.38
H 3.871080 2.219208 -5.414024 0.571 0.188 0.197 0.38
H 3.261134 2.404186 -3.755363 0.115 -0.219 0.093 0.37
H 2.716509 1.134930 -4.893341 -0.333 -0.159 0.523 0.30
H 3.968932 -2.363997 -4.246493 0.040 0.126 0.280 0.31
H 4.920989 -1.738719 -2.795026 -0.271 0.221 -0.319 0.35
H 5.308509 -3.265868 -3.485024 0.377 0.070 -0.589 0.40
O 0.550633 -3.071508 -11.445499 1.518 2.202 2.321 -0.62
S 1.095097 -2.140576 -10.418751 -1.373 -2.469 -0.974 1.13
O 1.248584 -0.739261 -10.725823 0.087 -0.909 0.314 -0.59
O 0.085842 -2.355729 -9.156267 1.197 0.523 -0.459 -0.29
C 0.390442 -1.523070 -8.012673 -0.628 0.971 0.204 -0.16
C -0.919396 -0.978148 -7.510749 -0.184 -0.204 0.410 -1.34
C 2.601399 -2.866541 -9.639821 -1.152 0.921 -1.145 -0.85
H 0.987674 -0.646602 -8.264111 0.093 -0.102 -0.663 0.39
H 0.962074 -1.979353 -7.204499 -0.148 -0.930 -0.280 0.33
H -1.474127 -0.500233 -8.318203 0.240 0.336 0.108 0.32
H -0.648556 -0.300005 -6.701512 -0.435 0.296 -0.032 0.37
H -1.594073 -1.732261 -7.105514 0.218 -0.215 0.067 0.31
H 3.038090 -2.101416 -8.997946 0.019 -0.189 -0.028 0.29
H 3.223709 -3.080172 -10.508846 0.214 -0.251 0.362 0.39
H 2.221240 -3.735104 -9.102065 0.350 0.000 -0.156 0.31
O 5.340954 -7.665643 3.253269 -0.186 1.491 -1.270 -0.58
S 5.871859 -6.369890 2.847881 1.308 0.779 2.308 1.10
O 7.002352 -6.251040 1.961856 -1.459 -0.246 -0.378 -0.60
O 4.713931 -5.253786 2.424834 2.573 -1.985 -0.126 -0.29
C 3.358159 -5.519136 2.624188 -2.428 1.056 0.014 -0.20
C 2.907545 -5.285556 4.060882 1.185 -0.179 0.827 -1.12
C 6.482705 -5.604888 4.400400 -0.937 -0.197 -0.974 -0.87
H 2.959857 -6.472543 2.277089 0.792 -0.404 0.008 0.28
H 2.895766 -4.806857 1.940843 -0.152 0.214 0.142 0.37
H 3.467891 -4.524161 4.603450 0.107 0.719 -0.674 0.31
H 3.269873 -6.140793 4.631311 -0.816 -0.536 0.160 0.33
H 1.860929 -5.032923 4.230770 -0.012 -0.524 -0.334 0.35
H 7.422063 -6.096904 4.652677 -0.275 -0.130 0.028 0.37
H 5.666711 -5.783715 5.100598 0.382 0.114 0.297 0.27
H 6.649527 -4.540354 4.236009 -0.094 -0.117 -0.043 0.29
C -7.397798 -5.134740 0.403459 1.572 -0.960 -0.354 -0.82
S -6.445887 -4.671539 -1.112817 -0.724 0.839 -1.951 0.46
O -6.251833 -5.854942 -2.086684 0.135 1.265 2.429 -0.62
C -4.834338 -3.993932 -0.483147 -0.656 -0.992 -0.044 -0.86
H -6.987364 -6.115258 0.644749 -0.362 -0.271 0.166 0.29
H -8.456943 -5.196235 0.153407 0.247 0.163 0.003 0.29
H -7.155369 -4.495967 1.252757 -0.203 0.354 -0.308 0.31
H -4.450728 -4.613577 0.327396 0.330 0.027 -0.220 0.32
H -4.923417 -2.953945 -0.169164 -0.462 -0.126 0.047 0.34
H -4.227370 -3.995873 -1.388510 0.181 -0.265 0.220 0.30
C -1.486782 -6.203297 -4.947131 0.585 -0.037 0.669 -0.87
S 0.100984 -7.102910 -4.875665 0.293 -1.088 -1.038 0.47
O 1.025950 -6.631392 -5.975354 -0.810 0.144 1.080 -0.60
C 0.759966 -6.523473 -3.286239 -1.231 0.253 -0.353 -0.83
H -2.073247 -6.533379 -5.804588 0.420 0.130 -0.134 0.31
H -1.309876 -5.128225 -4.915308 -0.121 0.003 -0.195 0.27
H -2.032026 -6.519710 -4.057923 -0.022 0.087 0.119 0.34
H 0.060830 -6.762878 -2.484978 -0.277 -0.080 -0.135 0.34
H 0.751484 -5.440522 -3.409668 0.932 0.032 0.425 0.26
H 1.665690 -7.083843 -3.054386 0.233 0.617 -0.431 0.31
```
Positions in Å, forces in eV/Å.